Arrangement one

# C3H7N2O2

2 unconnected molecules or ions with the total composition C3H7N2O2 (the ωB97M-V functional and the def2-TZVPD basis, the OMol25 dataset).

CARTESIAN COORDINATES (ANGSTROEM)
C: 1.38786 -0.02229 -0.35868
C: 0.80582 -1.16937 0.50132
C: -0.16678 0.72202 0.98067
N: -2.66215 -0.28282 -0.86311
N: 0.73658 1.10548 0.13988
O: -1.98372 0.61644 -1.40671
O: -0.29208 -0.53404 1.16884
H: 2.52672 -0.04964 -0.20617
H: 1.28800 -0.16560 -1.41116
H: 0.46923 -2.03657 0.05168
H: 1.57546 -1.38535 1.20732
H: -0.95976 1.39710 1.55434
H: -3.67870 -0.26737 -1.23216
H: 0.95352 2.07201 -0.12606

Computed properties:
Lowest unoccupied orbital energy, eV: -4.4
Charge: +1

Here are the Mulliken charges for atoms 1 to 6, given in e: -0.407, -0.336, 0.049, -0.035, 0.011, -0.208

***

Arrangement two

# C3H7N2O2

A gas-phase ion, C3H7N2O2 (charge +1) (the ωB97M-V functional and the def2-TZVPD basis, the OMol25 dataset).

CARTESIAN COORDINATES (ANGSTROEM)
O: 0.15265 0.32405 2.14873
C: 0.46069 0.17201 0.94128
C: 0.00330 1.11904 -0.13841
N: -0.19308 0.23685 -1.30170
C: -0.58419 -0.97640 -1.04476
N: -0.32672 -1.28292 0.18073
O: -0.15284 -2.48375 0.84254
H: -0.73927 0.79594 2.20749
H: 1.45784 -0.11555 0.96174
H: -0.90316 1.48713 0.08834
H: 0.66684 1.88255 -0.34876
H: -0.19775 0.66343 -2.30318
H: -1.08480 -1.50740 -1.90845
H: -0.43372 -3.31548 0.40075

Computed properties:
Lowest unoccupied orbital energy, eV: -3.4
SMILES string: O[C@@H]1C[NH+]=CN1O
Charge: +1

Here are the Mulliken charges for atoms 1 to 6, given in e: -0.392, 0.015, -0.678, -0.184, 0.029, 0.014

***

arrangement two wins, 0.215 eV ahead of the next structure.

***

Arrangement one

# C3H7N2O2

2 unconnected molecules or ions with the total composition C3H7N2O2 (the ωB97M-V functional and the def2-TZVPD basis, the OMol25 dataset).

CARTESIAN COORDINATES (ANGSTROEM)
C: -0.56856 -1.75638 2.40357
C: 1.35186 0.95347 -0.80879
C: -0.04663 1.35412 -0.52220
N: -0.50826 -2.59979 3.23456
N: -1.02179 0.32470 -0.86779
O: -0.86592 -0.96306 1.61469
O: 0.67533 1.70500 -1.80885
H: 2.14644 1.63385 -0.40962
H: 1.65017 0.00907 -1.24329
H: 1.09036 2.61549 -1.92122
H: -0.11495 -3.47704 3.44157
H: -0.71531 -0.51710 -1.48308
H: -1.64868 0.75183 -1.63021
H: -1.42408 -0.03415 0.00067

Computed properties:
Lowest unoccupied orbital energy, eV: -3.4
Charge: +1

Here are the Mulliken charges for atoms 1 to 6, given in e: 0.466, -0.190, -0.410, -0.340, -0.238, -0.482

***

Arrangement two

# C3H7N2O2

2 unconnected molecules or ions with the total composition C3H7N2O2 (the ωB97M-V functional and the def2-TZVPD basis, the OMol25 dataset).

CARTESIAN COORDINATES (ANGSTROEM)
C: 0.41811 1.42462 -0.26475
C: 0.70466 -0.79623 -0.61541
C: -0.74766 -0.50275 -0.08025
N: 1.18757 0.52355 -0.72130
N: -0.78853 0.90213 0.07659
O: 1.51860 -1.56326 0.30013
O: -1.89963 -0.91496 -0.55278
H: 0.87683 2.47731 -0.13113
H: 0.66777 -1.26293 -1.58271
H: -0.78267 -1.25488 1.54117
H: 2.07329 0.71673 -0.94989
H: -1.72862 1.23656 0.20501
H: 2.43596 -1.67270 0.02087
H: -1.76354 -1.85374 -0.92356

Computed properties:
Lowest unoccupied orbital energy, eV: -4.5
Charge: +1

Here are the Mulliken charges for atoms 1 to 6, given in e: -0.037, 0.143, -0.102, 0.019, -0.121, -0.489

***

arrangement two wins, 0.917 eV ahead of the next structure.

***

Arrangement one

# C3H6NO

A gas-phase ion, C3H6NO (charge +1) (the ωB97M-V functional and the def2-TZVPD basis, the OMol25 dataset).

CARTESIAN COORDINATES (ANGSTROEM)
C: -0.43758 0.57419 -0.73614
C: 0.64059 1.45559 -0.23825
C: 0.48743 -0.67842 -0.33235
N: -0.17440 -1.33647 0.77585
O: 1.34431 0.45622 0.14764
H: -1.52648 0.51269 -0.53788
H: -0.22473 0.73689 -1.88689
H: 1.02858 2.44037 -0.38500
H: 0.37058 -1.94864 1.39034
H: -1.10405 -1.68810 0.44812
H: -0.40425 -0.52432 1.35457

Computed properties:
Lowest unoccupied orbital energy, eV: -5.1
Charge: +1

Here are the Mulliken charges for atoms 1 to 6, given in e: -0.480, 0.181, -0.428, -0.220, -0.128, 0.370

***

Arrangement two

# C3H6NO

A molecular structure, C3H6NO (the ωB97M-V functional and the def2-TZVPD basis, the OMol25 dataset).

CARTESIAN COORDINATES (ANGSTROEM)
C: -1.14742 -0.69465 -0.11376
C: 0.23478 -0.56372 0.42590
C: -0.07386 0.89525 0.47082
N: 0.94511 0.22760 -0.56281
O: -1.28749 0.77023 -0.05746
H: -1.24970 -1.07959 -1.18255
H: -1.87413 -1.20345 0.50757
H: 0.74027 -1.21117 1.03336
H: 1.20742 2.52684 1.32580
H: 1.99359 0.30372 -0.44451
H: 0.51141 0.02895 -1.40235

Computed properties:
Lowest unoccupied orbital energy (spin up / spin down), eV: -5.3 / -6.8
Charge: +1

Here are the Mulliken charges for atoms 1 to 6, given in e: -0.408, -0.150, 0.096, -0.121, -0.301, 0.261

***

arrangement one wins, 2.651 eV ahead of the next structure.

***

Arrangement one

# C3H6NO

A molecular structure, C3H6NO (the ωB97M-V functional and the def2-TZVPD basis, the OMol25 dataset).

CARTESIAN COORDINATES (ANGSTROEM)
C: 0.14511 -1.16980 -0.45295
C: -0.15142 -0.21570 0.75534
C: -0.71979 0.61680 -0.38295
N: 0.55786 1.01219 0.33589
O: -0.46429 -0.22996 -1.32554
H: 1.19887 -1.37558 -0.61997
H: -0.41533 -2.14931 -0.35224
H: -0.70676 -0.66196 1.61133
H: -1.42090 1.42142 -0.33229
H: 0.61470 1.87296 0.95069
H: 1.36195 0.87895 -0.18730

Computed properties:
Lowest unoccupied orbital energy, eV: -3.5
Charge: +1

Here are the Mulliken charges for atoms 1 to 6, given in e: -0.370, -0.153, 0.116, -0.192, -0.336, 0.283

***

Arrangement two

# C3H6NO

A gas-phase ion, C3H6NO (charge +1) (the ωB97M-V functional and the def2-TZVPD basis, the OMol25 dataset).

CARTESIAN COORDINATES (ANGSTROEM)
C: -0.97784 -0.97911 0.01034
C: 0.15945 -0.28562 0.01559
N: 0.19722 1.17006 0.03246
C: 1.64106 -0.75524 -0.09720
O: 2.55708 -0.01621 0.01101
H: -0.84760 -2.09288 0.21830
H: -1.89149 -0.39478 -0.06201
H: -0.78262 1.57415 0.07736
H: 0.74690 1.56778 -0.73941
H: 0.87591 1.51030 0.79527
H: 1.78958 -1.75374 -0.13620

Computed properties:
Lowest unoccupied orbital energy, eV: -4.9
SMILES string: C=C([NH3+])C=O
Charge: +1

Here are the Mulliken charges for atoms 1 to 6, given in e: -0.680, 0.424, -0.367, -0.039, -0.425, 0.244

***

arrangement two wins, 1.585 eV ahead of the next structure.

***

Arrangement one

# C3H7IOS

A molecular structure, C3H7IOS (the ωB97M-V functional and the def2-TZVPD basis, the OMol25 dataset).

CARTESIAN COORDINATES (ANGSTROEM)
C: 0.31492 -1.25003 1.32329
C: 0.02984 2.10674 -1.46005
C: 0.83134 -0.75936 0.03179
O: 0.49664 2.58468 -0.27153
S: 0.64140 -1.82820 -1.30946
I: 2.82758 0.21700 -0.03326
H: 1.15514 -1.73818 1.89178
H: -0.04303 -0.41098 1.98124
H: -0.40100 -2.03693 1.14728
H: 0.70079 2.29952 -2.25772
H: -0.95793 1.79315 -1.68668
H: 1.45489 2.48692 -0.29302
H: -0.23438 -2.82581 -0.75335

Computed properties:
Lowest unoccupied orbital energy (spin up / spin down), eV: -0.5 / -0.1

Here are the Mulliken charges for atoms 1 to 6, given in e: -1.118, -0.560, 0.333, -0.415, -0.193, -0.015

***

Arrangement two

# C3H7IOS

A molecular structure, C3H7IOS (the ωB97M-V functional and the def2-TZVPD basis, the OMol25 dataset).

CARTESIAN COORDINATES (ANGSTROEM)
C: 0.59288 0.77078 1.18498
C: 0.00413 -0.53566 0.57242
C: 0.13214 -0.38724 -0.95535
O: -1.25099 -0.83841 0.91686
S: -0.96113 0.89644 -1.55207
I: -0.11395 -2.40296 -1.58451
H: 1.10981 1.29996 0.41893
H: 1.18182 0.46089 2.03483
H: -0.36407 1.27974 1.42238
H: 0.66210 -1.35895 0.93433
H: 1.53698 0.12477 -1.23922
H: -1.87898 -0.15529 0.66112
H: -0.65074 0.84594 -2.81469

Computed properties:
Lowest unoccupied orbital energy, eV: 0.2

Here are the Mulliken charges for atoms 1 to 6, given in e: -1.105, -0.434, -0.253, -0.462, -0.164, 0.066

***

arrangement two wins, 1.891 eV ahead of the next structure.

***

Arrangement one

# C3H9N

2 unconnected molecules or ions with the total composition C3H9N (the ωB97M-V functional and the def2-TZVPD basis, the OMol25 dataset).

CARTESIAN COORDINATES (ANGSTROEM)
C: 1.91827 0.97940 -0.10134
C: 1.35446 2.16042 -0.26145
H: 1.82856 0.36350 0.78459
H: 2.47767 0.47645 -0.88066
H: 0.81573 2.63552 0.55529
H: 1.43290 2.84875 -1.09373
C: -1.51051 -1.41631 0.68589
N: -1.53920 -1.20813 -0.75517
H: -0.51895 -1.44061 1.14814
H: -2.02079 -2.34543 0.95468
H: -2.12126 -0.66972 1.19705
H: -0.96412 -0.39033 -0.97194
H: -1.15278 -1.99351 -1.26136

Computed properties:
Lowest unoccupied orbital energy, eV: 1.1
SMILES string: C=C.CN

Here are the Mulliken charges for atoms 1 to 6, given in e: -0.476, -0.428, 0.223, 0.228, 0.212, 0.239

***

Arrangement two

# C3H9N

A single C3H9N molecule (the ωB97M-V functional and the def2-TZVPD basis, the OMol25 dataset).

CARTESIAN COORDINATES (ANGSTROEM)
C: 0.16840 -0.75118 -1.19489
N: 0.41089 0.34504 -0.17280
C: -0.83359 1.22354 -0.03791
C: 0.76648 -0.36737 1.18233
H: -0.59512 -1.46417 -0.83134
H: -0.21095 -0.40602 -2.22990
H: 1.12807 -1.31046 -1.35362
H: -0.51387 2.18588 0.48590
H: -1.63878 0.75441 0.53581
H: -1.27220 1.46736 -0.98206
H: 1.17884 0.37629 1.85917
H: -0.14706 -0.85173 1.69248
H: 1.55888 -1.20158 1.04683

Computed properties:
Lowest unoccupied orbital energy, eV: 1.2
SMILES string: CN(C)C

Here are the Mulliken charges for atoms 1 to 6, given in e: -0.794, -0.210, -0.829, -0.774, 0.318, 0.272

***

arrangement two wins, 0.061 eV ahead of the next structure.

***

Arrangement one

# H2NO4P

A single H2NO4P molecule (the ωB97M-V functional and the def2-TZVPD basis, the OMol25 dataset).

CARTESIAN COORDINATES (ANGSTROEM)
N: -0.20582 -1.00270 0.55684
O: 0.85470 -1.50730 0.83833
O: -1.35035 -1.39889 0.95771
O: 1.29107 0.22899 -1.05468
O: -0.58180 1.58758 -0.24242
P: -0.25880 0.21388 -0.93777
H: 1.74463 0.29411 -0.18518
H: -1.49362 1.58434 0.06718

Computed properties:
Lowest unoccupied orbital energy, eV: -0.2

Here are the Mulliken charges for atoms 1 to 6, given in e: 0.760, -0.536, -0.549, -0.381, -0.386, 0.380

***

Arrangement two

# H2NO4P

A single H2NO4P molecule (the ωB97M-V functional and the def2-TZVPD basis, the OMol25 dataset).

CARTESIAN COORDINATES (ANGSTROEM)
H: -1.03171 0.57512 1.27191
P: 0.26827 0.75149 1.79399
N: 1.01862 1.46651 0.62092
O: 0.52202 1.28998 -0.77595
O: -0.51953 0.45805 -0.88543
O: 0.07625 -0.74139 -1.41779
O: 0.21965 -1.64769 -0.35049
H: -0.55358 -2.15208 -0.25716

Computed properties:
Lowest unoccupied orbital energy, eV: -0.8
SMILES string: [H]/P=N\OOOO

Here are the Mulliken charges for atoms 1 to 6, given in e: 0.083, 0.151, -0.098, -0.072, -0.046, -0.031

***

arrangement one wins, 8.940 eV ahead of the next structure.

***

Arrangement one

# Cl2H3NSi

2 unconnected molecules or ions with the total composition Cl2H3NSi (the ωB97M-V functional and the def2-TZVPD basis, the OMol25 dataset).

CARTESIAN COORDINATES (ANGSTROEM)
H: -1.66869 -0.02147 0.84599
N: -0.87644 -0.23543 0.22702
Si: -0.27934 0.24835 -1.19260
Cl: 1.67766 0.59687 -1.23115
H: -0.45227 0.31434 -2.62069
Cl: 1.00024 -0.57983 2.57913
H: 0.59884 -0.32283 1.39230

Computed properties:
Lowest unoccupied orbital energy, eV: -0.5
SMILES string: [H]/N=[SiH]/Cl.Cl

Here are the Mulliken charges for atoms 1 to 6, given in e: 0.243, -0.528, 0.500, -0.153, -0.065, -0.292

***

Arrangement two

# Cl2H3NSi

2 unconnected molecules or ions with the total composition Cl2H3NSi (the ωB97M-V functional and the def2-TZVPD basis, the OMol25 dataset).

CARTESIAN COORDINATES (ANGSTROEM)
H: -0.13508 1.69147 -0.14988
N: 0.15689 0.63936 -0.06770
Si: 1.60837 0.07504 0.23295
Cl: 1.88999 -1.84734 0.00480
H: 2.81880 0.82898 0.59939
Cl: -1.42872 -1.91437 -0.93163
H: -0.67137 -0.96274 -0.34276

Computed properties:
Lowest unoccupied orbital energy, eV: -0.2
SMILES string: [H]/N=[SiH]/Cl.Cl

Here are the Mulliken charges for atoms 1 to 6, given in e: 0.231, -0.584, 0.560, -0.122, -0.062, -0.319

***

arrangement two wins, 0.238 eV ahead of the next structure.